{
  "formula": "C25H74N8O9",
  "method": "ωB97M-V with the def2-TZVPD basis set",
  "elements": ["C", "O", "N", "N", "H", "H", "H", "H", "C", "C", "C", "O", "C", "N", "H", "H", "H", "H", "H", "H", "H", "H", "H", "H", "H", "C", "C", "C", "O", "C", "N", "H", "H", "H", "H", "H", "H", "H", "H", "H", "H", "H", "C", "C", "C", "O", "C", "N", "H", "H", "H", "H", "H", "H", "H", "H", "H", "H", "H", "C", "C", "C", "O", "C", "N", "H", "H", "H", "H", "H", "H", "H", "H", "H", "H", "H", "C", "C", "C", "O", "C", "N", "H", "H", "H", "H", "H", "H", "H", "H", "H", "H", "H", "C", "C", "C", "O", "C", "N", "H", "H", "H", "H", "H", "H", "H", "H", "H", "H", "H", "O", "H", "H", "O", "H", "H"],
  "positions_angstrom": [[3.490, -2.818, -1.738], [3.624, -2.427, -2.867], [4.438, -3.357, -0.927], [2.369, -2.576, -1.091], [5.332, -3.464, -1.384], [4.143, -3.686, -0.019], [2.211, -2.971, -0.175], [1.716, -1.993, -1.595], [1.561, -1.115, 1.948], [2.786, -1.798, 2.614], [2.784, -3.373, 2.617], [2.705, -3.931, 1.302], [2.386, -5.302, 1.362], [4.039, -1.365, 1.981], [1.364, -0.084, 2.243], [0.748, -1.718, 2.352], [1.453, -1.131, 0.863], [2.851, -1.448, 3.644], [1.853, -3.551, 3.156], [3.560, -3.838, 3.225], [3.251, -5.935, 1.562], [2.072, -5.691, 0.393], [1.695, -5.635, 2.137], [4.107, -1.446, 0.977], [4.415, -0.471, 2.264], [-1.549, 0.277, 1.711], [-2.433, -0.826, 2.388], [-3.730, -0.299, 3.027], [-3.578, 0.557, 4.164], [-2.985, 0.099, 5.324], [-2.774, -1.761, 1.375], [-2.058, 1.195, 1.417], [-0.891, 0.005, 0.886], [-0.860, 0.498, 2.527], [-1.853, -1.437, 3.079], [-4.260, -1.166, 3.422], [-4.208, 0.243, 2.212], [-1.905, -0.028, 5.255], [-3.316, -0.872, 5.691], [-3.090, 0.892, 6.064], [-3.215, -1.166, 0.688], [-1.999, -2.193, 0.892], [-2.615, -3.730, -1.617], [-1.147, -3.784, -1.033], [-0.104, -4.493, -2.004], [-0.584, -5.778, -2.338], [0.272, -6.615, -3.097], [-0.746, -2.406, -0.831], [-2.709, -3.155, -2.539], [-3.297, -3.275, -0.898], [-2.893, -4.778, -1.728], [-1.231, -4.275, -0.064], [0.843, -4.696, -1.506], [0.092, -4.040, -2.976], [-0.281, -7.550, -3.178], [1.245, -6.797, -2.642], [0.316, -6.268, -4.129], [-0.763, -2.086, -1.788], [0.226, -2.355, -0.564], [-2.765, 0.370, -1.983], [-2.842, 0.872, -3.451], [-3.973, 1.842, -3.721], [-4.130, 2.041, -5.101], [-5.451, 2.194, -5.557], [-1.464, 1.350, -3.761], [-3.624, -0.205, -1.638], [-2.653, 1.151, -1.231], [-1.831, -0.191, -1.966], [-2.968, 0.041, -4.144], [-3.783, 2.794, -3.225], [-4.882, 1.501, -3.225], [-5.633, 3.223, -5.245], [-6.020, 1.465, -4.981], [-5.621, 2.113, -6.631], [-1.647, 1.854, -4.617], [-1.478, 2.167, -3.167], [-0.548, 3.784, 1.838], [0.207, 3.965, 3.192], [0.227, 2.601, 3.982], [0.902, 2.615, 5.217], [0.969, 1.239, 5.717], [1.569, 4.365, 2.974], [-0.059, 2.976, 1.294], [-0.553, 4.593, 1.108], [-1.579, 3.504, 2.054], [-0.224, 4.713, 3.858], [0.649, 1.814, 3.357], [-0.815, 2.418, 4.244], [1.462, 1.317, 6.687], [1.513, 0.626, 4.999], [-0.004, 0.782, 5.897], [1.882, 4.470, 3.929], [1.776, 5.236, 2.505], [1.329, 3.625, -3.428], [2.080, 3.932, -2.186], [2.085, 5.452, -1.764], [2.421, 5.620, -0.421], [3.817, 5.445, -0.219], [1.430, 3.153, -1.192], [1.270, 2.567, -3.683], [1.861, 4.191, -4.193], [0.342, 4.088, -3.449], [3.110, 3.579, -2.244], [1.081, 5.873, -1.825], [2.597, 6.031, -2.532], [4.322, 6.128, -0.902], [4.187, 4.450, -0.465], [4.033, 5.716, 0.814], [1.807, 3.440, -0.300], [0.447, 3.386, -1.196], [0.896, 0.370, -1.016], [1.183, 1.240, -1.293], [0.262, 0.537, -0.318], [0.093, -0.743, -3.325], [-0.604, -0.136, -3.574], [0.468, -0.364, -2.530]],
  "forces_ev_per_a": [[0.34, 0.81, 0.54], [1.24, -0.11, -1.79], [0.98, -0.42, -0.80], [-2.22, 0.29, 0.83], [-0.09, -0.39, 0.65], [0.68, -0.06, -0.09], [-0.24, 0.37, -0.20], [0.00, -0.18, 0.19], [-0.71, -1.43, 0.92], [1.72, 0.52, -2.16], [-1.55, 1.71, 0.48], [-0.31, -0.15, 1.20], [0.61, -1.46, -0.39], [0.99, -0.21, 0.43], [0.52, -0.03, 0.26], [-0.79, 0.24, -0.12], [0.66, -0.23, 0.07], [-0.16, -0.36, 0.18], [-0.39, -0.71, -0.09], [0.49, 0.31, -0.32], [0.68, 0.28, 0.22], [-0.42, 0.57, -0.11], [-0.53, 0.75, -0.02], [-0.43, -0.04, -0.04], [-0.39, 0.00, 0.06], [0.46, 0.35, 2.18], [1.44, 0.29, -0.89], [1.44, -0.64, 0.99], [-0.38, 1.04, -1.26], [0.98, -0.13, 0.24], [-2.26, -0.90, -0.62], [-0.30, -0.09, 0.16], [-0.60, -0.86, 0.04], [0.21, 0.87, -0.13], [0.26, 0.53, 0.61], [-0.48, -0.23, -0.66], [-0.62, 0.13, 0.50], [0.40, -0.02, -0.48], [-0.69, -0.09, 0.05], [-0.43, -0.20, 0.15], [-0.27, -0.46, -0.80], [0.38, 0.40, 0.06], [1.17, -0.80, 0.76], [-0.51, 0.10, -1.53], [-0.73, -1.22, 0.50], [-0.72, -1.18, 0.29], [-1.38, 0.14, -0.03], [0.07, -0.10, -0.08], [0.29, -0.22, -0.17], [0.18, 0.01, 0.19], [-0.36, 0.12, -0.47], [0.33, -0.46, -0.08], [0.27, 0.74, 0.28], [-0.06, 1.17, 0.28], [0.21, -0.23, 0.23], [0.18, 0.23, -0.02], [0.62, 0.36, -0.10], [0.21, 1.12, -0.24], [-0.08, -0.04, 0.20], [0.05, 0.09, -0.59], [0.15, -1.02, 0.77], [0.14, 0.40, 0.54], [1.27, -0.97, -1.31], [0.33, 0.83, 1.61], [-2.24, 1.46, -0.25], [-0.02, -0.34, -0.32], [0.05, 0.55, -0.30], [-0.37, -0.36, 0.44], [-0.40, -0.38, 0.22], [0.28, 0.36, 0.08], [-0.33, -0.45, -0.23], [-1.30, 0.12, -0.17], [-0.79, 0.15, -0.34], [0.63, -0.31, 0.05], [0.60, -0.11, -1.09], [1.08, 0.54, 0.93], [0.17, -0.52, 1.01], [-0.15, -0.32, -0.61], [-1.02, 1.12, -0.62], [0.44, -1.09, 0.58], [0.22, 1.70, -0.01], [1.42, -0.58, 0.59], [-0.07, -0.33, 0.10], [0.13, 0.53, 0.57], [-0.07, -0.05, -0.22], [-0.89, -0.04, -0.04], [-0.06, 0.00, -0.28], [-0.39, -0.50, -0.51], [0.24, -0.18, -0.19], [0.20, -0.11, 0.09], [-0.30, 0.26, -0.23], [0.95, 0.10, 0.02], [-0.72, 0.11, -0.26], [0.58, 1.44, -1.75], [-0.21, 0.66, 0.67], [-1.67, -1.03, -1.18], [1.15, -0.01, 0.11], [-0.20, 0.62, -0.15], [0.24, -0.88, 1.43], [0.10, 0.10, 0.13], [0.00, -0.32, -0.79], [-0.28, -0.25, 0.40], [0.16, 0.04, -0.26], [-0.42, -0.46, -0.06], [1.02, 0.32, 0.37], [0.37, 0.21, 0.09], [-0.19, -0.27, 0.25], [0.07, -0.18, -0.07], [-0.26, -0.16, 0.59], [-0.53, 0.16, 0.18], [0.07, -1.20, 0.32], [0.46, 1.29, -0.10], [-0.23, 0.14, 0.05], [0.51, -1.96, -0.46], [-0.09, 0.85, -0.30], [0.11, 0.43, 0.43]],
  "homo_lumo_gap_ev": [1.51, 8.54],
  "total_charge": -1,
  "energy_ha": -2111.9151,
  "homo_energy_ev": [0.58, -6.51],
  "spin_multiplicity": 2
}